ORCA calculation (ωB97M-V/def2-TZVPD) on a structure of composition C21H18AuN8S3.

Cartesian coordinates (Å):
Au 0.85146 0.96157 0.52120
N 2.76929 1.53984 0.92924
C 3.44653 2.42813 -0.00457
C 4.70335 2.06457 -0.45478
C 5.35918 2.88652 -1.35574
C 4.74240 4.04923 -1.79353
C 3.47991 4.38890 -1.33605
C 2.80263 3.58217 -0.42246
C 1.43582 3.92166 0.03706
C 1.10936 5.27327 0.18040
C -0.18076 5.68533 0.45478
C -1.18400 4.74266 0.58272
C -0.87621 3.39248 0.48201
C 0.42578 2.96836 0.23011
H 3.29157 0.66527 1.00865
H 2.72682 1.95051 1.86368
H 5.16975 1.15202 -0.10194
H 6.34113 2.61467 -1.71652
H 5.24056 4.68880 -2.50909
H 2.99538 5.27808 -1.71534
H 1.89356 6.01229 0.07834
H -0.39900 6.73872 0.56548
H -2.20315 5.04958 0.77765
H -1.67338 2.68061 0.61617
N -4.00218 0.37064 -1.45786
N -2.94974 0.25204 -0.58424
N -3.04264 -0.47163 0.51291
C -1.80523 -0.42831 0.97343
N -1.03663 0.30486 0.15450
N -1.79079 0.74087 -0.84505
H -4.86147 0.26466 -0.93039
H -3.94568 1.26669 -1.92892
H -1.45197 -0.94432 1.84971
S 0.66313 -5.70416 -1.86241
C 0.62922 -4.48399 -0.77718
S 1.92097 -3.32281 -0.56747
C 0.97700 -2.47744 0.61259
N -0.17606 -3.00215 0.85229
N -0.35957 -4.13060 0.10576
C -1.59138 -4.84286 0.27895
C -2.78665 -4.14366 0.24771
C -3.97880 -4.82288 0.44024
C -3.97086 -6.19323 0.65728
C -2.76644 -6.88122 0.69023
C -1.56874 -6.20956 0.50413
S 1.60868 -1.08580 1.46302
H -2.78257 -3.07833 0.07003
H -4.91520 -4.28159 0.41430
H -4.90179 -6.72438 0.80235
H -2.75535 -7.94806 0.86737
H -0.62725 -6.73803 0.53926

Cartesian forces, eV/Å:
0.29 0.26 -0.16
-0.08 0.02 0.24
-0.02 -0.08 -0.14
-0.01 0.01 0.02
0.02 0.01 0.00
0.01 0.00 0.00
0.01 -0.01 0.03
0.01 -0.08 0.03
-0.15 0.03 -0.21
0.07 -0.01 -0.04
0.00 0.04 0.01
-0.05 -0.05 -0.01
0.19 0.13 0.12
-0.26 -0.02 0.03
0.01 0.01 0.05
0.10 0.08 -0.04
0.00 0.00 -0.01
0.00 0.00 0.00
0.00 0.00 0.00
0.00 0.00 0.00
-0.01 0.00 0.00
0.00 0.00 -0.01
0.00 -0.01 0.01
-0.06 -0.04 0.08
-0.01 0.00 0.00
0.00 -0.03 -0.02
0.02 -0.05 0.00
-0.02 -0.08 -0.08
-0.03 0.20 0.15
0.08 -0.06 -0.08
0.00 0.00 0.00
0.01 0.00 0.00
-0.01 0.04 0.02
-0.01 -0.02 -0.01
-0.01 0.00 -0.03
0.00 0.00 -0.03
-0.19 -0.03 -0.10
0.20 0.06 0.04
0.00 0.05 -0.06
-0.02 -0.03 0.05
0.03 0.00 -0.06
-0.01 -0.02 0.01
0.01 0.02 -0.01
-0.01 -0.01 0.00
0.02 0.01 0.07
-0.10 -0.36 0.17
0.00 0.03 0.00
0.00 0.00 0.00
0.00 0.00 0.00
0.00 0.00 0.00
-0.01 0.00 -0.02

## Properties
HOMO level	-10.2	eV
net charge	+1
lowest unoccupied orbital energy	-4.0553	eV

Want to see where the charge sits? The Löwdin charges in e are: 1.041 -0.049 -0.233 -0.013 -0.052 -0.047 -0.007 -0.137 -0.195 -0.027 -0.058 -0.070 -0.131 -0.203 0.041 0.141 0.124 0.117 0.117 0.121 0.119 0.116 0.112 0.067 0.169 -0.254 0.167 -0.169 -0.167 0.122 0.118 0.118 0.111 0.650 -1.107 0.991 -1.086 0.023 -0.148 -0.224 -0.024 -0.073 -0.074 -0.060 -0.037 0.550 0.082 0.105 0.108 0.112 0.104

ORCA calculation (ωB97M-V/def2-TZVPD) on a structure of composition C21H18BBr4F4NO3SiW.

Cartesian coordinates (Å):
W 0.02851 -1.55096 -0.21393
Br 3.78824 0.84524 5.11644
C 3.25237 0.21779 3.42361
C 4.14883 0.21838 2.35281
Br 5.90912 0.84937 2.57435
C 3.74043 -0.23607 1.09713
Br 4.85195 -0.24371 -0.41436
C 2.43565 -0.65472 0.93307
O 1.90263 -1.05588 -0.23745
C 1.54820 -0.69558 2.00208
O 0.36881 -1.26251 1.72804
C 1.94949 -0.25668 3.25345
Br 0.67715 -0.30739 4.63622
C -1.99454 -3.42779 -0.82161
Si -2.97515 -1.86026 -0.56615
C -4.02424 -2.07899 0.95787
C -3.94998 -1.46687 -2.10262
N -1.69282 -0.65884 -0.32003
C -2.00786 0.70448 -0.14302
C -3.29108 1.21318 0.01441
C -3.49081 2.58041 0.14748
C -2.41207 3.44810 0.11699
C -1.12035 2.95973 -0.03385
C -0.94022 1.59599 -0.14548
O 0.27055 0.96446 -0.27798
C 1.38808 1.75664 -0.58918
C 2.06881 2.38980 0.43338
C 3.17135 3.16725 0.11091
C 3.56871 3.29954 -1.21324
C 2.87046 2.65058 -2.22096
C 1.76787 1.86661 -1.91067
H -2.72696 -4.23276 -0.70083
H -1.25979 -3.65972 -0.03944
H -1.55374 -3.57842 -1.80581
H -4.60815 -2.99829 0.86879
H -4.72288 -1.26282 1.13841
H -3.38230 -2.17149 1.83669
H -4.64924 -2.27999 -2.31253
H -3.28378 -1.36580 -2.96120
H -4.52746 -0.54705 -2.01351
H -4.14252 0.54832 0.03752
H -4.49426 2.96328 0.27354
H -2.56697 4.51396 0.21475
H -0.27271 3.62970 -0.05841
H 1.74735 2.25870 1.45984
H 3.72744 3.65773 0.89901
H 4.43505 3.89984 -1.45697
H 3.18973 2.74148 -3.25052
H 1.21347 1.33567 -2.67344
F 2.61562 -3.79416 -1.54932
B 1.28346 -3.77354 -1.48927
F 0.60762 -4.82893 -1.98064
F 0.72862 -2.50897 -2.06218
F 0.83431 -3.51806 -0.06218

Cartesian forces, eV/Å:
0.32 0.66 -0.01
0.00 0.01 0.01
-0.02 -0.01 0.02
0.02 0.00 -0.02
0.01 0.01 0.00
-0.04 0.09 -0.03
0.00 -0.02 0.01
0.06 -0.12 0.03
0.09 -0.08 -0.04
-0.06 -0.17 0.13
-0.02 -0.05 0.03
-0.04 0.11 -0.04
0.00 -0.01 0.00
-0.03 -0.14 -0.04
-0.12 -0.04 -0.01
0.02 0.03 -0.01
0.01 -0.02 0.04
-0.08 -0.06 -0.10
0.03 0.00 -0.01
0.00 0.01 0.01
0.01 -0.02 0.00
0.00 0.02 0.00
0.01 0.02 0.01
-0.07 0.01 -0.01
0.03 -0.22 0.04
0.01 0.02 -0.04
0.01 0.01 -0.01
0.00 0.00 0.01
0.00 0.01 0.00
0.00 -0.01 0.01
0.00 0.00 0.00
0.00 0.00 0.09
-0.06 -0.06 0.04
0.01 0.08 0.00
0.00 0.00 -0.01
0.00 0.00 0.00
0.00 -0.01 0.00
0.01 0.00 0.00
0.01 0.00 0.00
0.00 0.00 0.00
0.00 0.00 -0.01
0.00 0.00 0.00
0.00 0.00 0.00
-0.01 -0.01 0.00
0.00 0.00 0.00
0.00 0.00 0.00
0.00 0.00 0.00
0.00 0.00 0.00
0.00 0.00 0.00
0.01 -0.01 -0.02
-0.06 0.12 -0.10
0.01 -0.04 0.00
-0.04 -0.05 0.07
-0.02 -0.04 -0.04

## Properties
HOMO level	-7.9	eV
net charge	0
lowest unoccupied orbital energy	-0.2934	eV

Want to see where the charge sits? The Löwdin charges in e are: 1.766 0.728 -0.750 -0.752 0.726 -0.650 0.833 -0.383 -0.239 -0.396 -0.228 -0.654 0.790 -0.180 0.423 -0.151 -0.149 -0.227 -0.244 -0.033 -0.076 -0.071 0.014 -0.191 -0.075 -0.273 -0.016 -0.060 -0.085 -0.070 0.011 0.069 0.036 0.045 0.040 0.028 0.048 0.042 0.043 0.029 0.082 0.107 0.108 0.121 0.139 0.114 0.107 0.109 0.131 0.245 -1.134 0.219 -0.020 -0.043

ORCA calculation (ωB97M-V/def2-TZVPD) on a structure of composition C21H18BBrF4IN3O2Ti.

Cartesian coordinates (Å):
Ti -0.09612 1.38903 -1.44250
O 0.13366 1.83993 3.97275
C -1.06781 2.30734 3.52691
C -2.06383 2.75613 4.38465
C -3.26764 3.20768 3.86938
C -3.49081 3.21503 2.50012
C -2.49900 2.76613 1.64381
C -1.28679 2.31531 2.15041
C -0.20150 1.81784 1.22959
O -0.27914 2.34940 -0.04945
N -0.27609 0.33842 1.10217
N -0.15867 -0.10241 -0.19471
C -0.33698 -1.36879 -0.44752
C -0.10584 -1.95294 -1.72671
Br 0.11348 -0.64504 -3.16748
C -0.06246 -3.25112 -2.07828
C -0.05961 -4.38919 -1.17031
C -0.64373 -5.58612 -1.60162
C -0.67904 -6.69110 -0.77243
C -0.11225 -6.63156 0.49365
C 0.51347 -5.46673 0.91670
C 0.54530 -4.35617 0.09334
H 0.18391 1.93817 4.92848
H -1.89270 2.74920 5.45558
H -4.03606 3.55817 4.54543
H -4.42990 3.57376 2.10207
H -2.64415 2.78880 0.57116
H 0.77791 2.05131 1.65791
H -1.00647 -0.10245 1.64629
H -0.68516 -2.03055 0.33950
H -0.04704 -3.47935 -3.13786
H -1.08883 -5.63362 -2.58812
H -1.14272 -7.60548 -1.11721
H -0.13599 -7.49873 1.13971
H 0.99374 -5.42990 1.88548
H 1.09916 -3.47885 0.40134
F -2.59590 2.52722 -3.91314
B -1.90342 2.53318 -2.78131
F -2.04095 1.25209 -2.02743
F -2.06424 3.54401 -1.89652
F -0.40546 2.46337 -3.06019
I 5.63520 -0.43823 -1.73634
C 4.20556 1.08516 -1.63120
C 4.57300 2.42301 -1.64549
C 3.57210 3.37975 -1.57066
C 2.25534 2.97699 -1.49308
N 1.89888 1.67869 -1.49111
C 2.86698 0.75326 -1.55227
H 5.61247 2.71238 -1.71617
H 3.81321 4.43311 -1.57716
H 1.45117 3.69851 -1.43606
H 2.56175 -0.28402 -1.53411

Cartesian forces, eV/Å:
-0.23 0.11 -2.89
0.02 -0.03 -0.06
-0.21 0.06 -0.07
0.06 -0.03 0.07
0.02 -0.01 0.01
-0.06 0.00 -0.08
0.01 0.04 0.07
0.16 -0.07 -0.12
0.08 -0.26 0.86
-0.43 1.33 2.38
0.01 0.04 0.08
-0.19 -2.39 1.48
0.05 0.41 0.69
0.01 0.05 -0.96
-0.03 -0.93 0.09
-0.05 0.44 0.05
-0.01 -0.33 0.25
-0.03 0.18 -0.03
-0.02 -0.07 0.02
0.02 0.03 -0.02
-0.01 -0.04 0.06
0.00 0.09 -0.20
0.02 0.00 0.06
-0.01 0.01 -0.01
0.01 0.00 0.00
0.01 0.00 0.00
-0.02 0.02 0.00
-0.03 0.06 -0.08
-0.09 -0.06 -0.05
0.13 -0.04 0.07
0.08 -0.01 0.00
0.01 -0.02 0.00
-0.01 0.01 0.01
0.00 0.00 -0.01
0.00 0.00 -0.01
-0.02 0.03 0.04
0.03 -0.06 -0.05
-0.50 0.28 -0.06
-0.42 0.30 -0.41
-0.16 0.05 -0.22
-0.35 0.41 -0.76
-0.20 0.21 0.02
0.30 -0.22 -0.02
-0.13 -0.04 -0.01
0.06 0.06 0.01
0.14 -0.08 -0.09
2.06 0.43 -0.19
0.01 0.00 0.06
0.00 0.00 0.01
-0.03 0.00 0.01
0.00 0.03 0.00
-0.06 0.00 -0.01

## Properties
spin multiplicity	2
HOMO level (spin up / spin down)	-10.8 / -11.2	eV
net charge	+1
lowest unoccupied orbital energy (spin up / spin down)	-3.6455 / -3.9862	eV
<S²>	0.80

Want to see where the charge sits? The Löwdin charges in e are: 0.864 0.067 -0.268 -0.011 -0.064 -0.065 -0.002 -0.109 -0.306 -0.188 0.077 -0.114 -0.132 -0.506 0.994 -0.063 -0.221 -0.024 -0.060 -0.059 -0.063 -0.042 0.115 0.120 0.113 0.110 0.114 0.155 0.155 0.144 0.117 0.120 0.113 0.113 0.112 0.113 0.265 -1.139 -0.004 0.216 -0.029 0.944 -0.689 -0.089 -0.010 -0.078 -0.068 -0.188 0.113 0.126 0.130 0.083

ORCA calculation (ωB97M-V/def2-TZVPD) on a structure of composition C21H18BeBr2ClN3O.

Cartesian coordinates (Å):
Be 0.05730 0.02000 -0.03580
C -0.80110 -1.44740 -2.89250
C -1.15450 -2.07400 -1.59220
C -1.89790 -3.26770 -1.53920
C -2.23060 -3.83170 -0.33580
C -1.83330 -3.19540 0.85770
C -2.09750 -3.62220 2.17270
Br -3.07830 -5.23030 2.46030
C -1.66210 -2.89960 3.25970
C -0.93740 -1.72560 3.08290
Br -0.35280 -0.72760 4.58680
C -0.61590 -1.23820 1.81610
O 0.05560 -0.17880 1.57050
C -1.09140 -2.00110 0.71080
N -0.76660 -1.47730 -0.48230
H -1.13410 -2.05130 -3.73140
H 0.26930 -1.27860 -2.97040
H -1.26850 -0.46730 -2.95270
H -2.19860 -3.73470 -2.46320
H -2.78950 -4.75510 -0.29580
H -1.88040 -3.24530 4.25950
Cl -1.23890 1.80880 -3.67850
C 0.02120 2.57860 -2.76520
C 0.92420 3.34320 -3.48160
C 1.88730 4.07680 -2.81020
C 1.90280 4.05300 -1.42380
C 0.99870 3.27600 -0.72940
C 0.04920 2.46750 -1.37030
C -0.80610 1.56770 -0.59770
H 0.86190 3.37460 -4.55950
H 2.58180 4.68960 -3.36620
H 2.62230 4.65300 -0.88160
H 0.99340 3.28750 0.35220
H -1.72060 1.35370 -1.14660
H -1.10870 2.06490 0.32320
C 4.91400 1.28920 -1.23850
N 3.76210 0.44440 -1.08040
C 3.56700 -0.78520 -1.63910
C 2.29720 -1.15520 -1.31000
N 1.71950 -0.16820 -0.57830
C 2.63130 0.76470 -0.43680
H 5.73800 0.70740 -1.64610
H 5.21710 1.71310 -0.28200
H 4.68050 2.11270 -1.91610
H 4.32220 -1.29870 -2.19930
H 1.77930 -2.06410 -1.52680
H 2.48770 1.66050 0.12650

Cartesian forces, eV/Å:
0.02 0.76 -0.37
-0.08 0.12 -0.02
0.04 -0.05 -0.08
-0.06 -0.16 0.31
0.10 0.17 -0.17
0.18 0.28 0.03
-0.12 -0.19 0.41
0.07 0.13 0.00
-0.26 -0.45 -0.31
0.35 0.55 -0.15
-0.08 -0.18 -0.14
-0.42 -0.72 1.08
0.28 0.59 -0.47
-0.51 -0.88 0.60
0.08 0.14 -0.40
0.00 -0.05 -0.04
0.10 0.02 -0.08
-0.01 -0.06 -0.04
-0.02 -0.04 -0.10
-0.05 -0.03 0.03
-0.01 0.00 0.02
-0.23 0.02 -0.27
0.19 0.12 0.09
0.16 0.09 0.05
0.04 0.01 -0.14
0.10 0.13 0.08
-0.10 0.14 -0.16
-0.05 0.19 -0.14
0.05 -0.38 0.12
-0.05 0.00 -0.05
0.07 0.02 -0.01
0.01 0.07 0.03
0.04 -0.02 0.15
-0.09 -0.19 -0.03
0.06 -0.04 0.23
0.38 0.52 -0.08
-0.27 -0.14 0.27
-0.29 -0.49 -0.15
0.42 -0.26 -0.32
-0.27 0.27 0.24
0.03 0.19 0.11
-0.05 0.01 0.04
-0.02 -0.10 0.01
0.05 -0.08 -0.02
0.15 0.01 -0.09
-0.09 -0.26 -0.11
0.13 0.21 0.04

## Properties
HOMO level	-7.3	eV
net charge	0
lowest unoccupied orbital energy	-0.1189	eV

Want to see where the charge sits? The Löwdin charges in e are: 0.123 -0.025 -0.270 0.004 -0.003 -0.187 -0.624 0.747 -0.166 -0.593 0.767 -0.378 -0.053 -0.107 0.142 0.086 0.069 0.007 0.113 0.086 0.097 0.727 -0.590 -0.126 -0.112 -0.111 -0.096 -0.332 -0.115 0.097 0.095 0.101 0.119 0.031 0.069 -0.001 -0.103 -0.036 -0.090 0.075 -0.090 0.095 0.100 0.095 0.121 0.107 0.132

Table of calculated total energy (a.u.), in record order: -2579.0448, -12168.7721, -5271.3423, -6673.6725
Table of relative energy (zero: lowest compared OMol25 entry of this formula, charge and spin) (kcal per mole), in record order: 7.6, 4.2, 12.9, 5.4